2 unconnected molecules or ions with the total composition C11H14F2N at a distorted geometry, computed with the ωB97M-V functional and the def2-TZVPD basis.

The geometry in ORCA input format:
```
! wB97M-V def2-TZVPD RIJCOSX def2/J DEFGRID3
* xyz 1 1
F 0.21 1.59 0.26
F -1.11 2.48 1.71
N 0.74 3.60 -3.52
C -0.78 0.48 3.60
C -0.39 -0.46 4.51
C 0.31 -0.82 -0.68
C 0.99 -1.03 0.53
C 1.10 -0.56 -1.95
C 0.63 -0.74 1.84
C -0.37 1.47 1.43
C -0.23 0.41 2.20
C 0.66 -1.39 4.23
C 1.16 -1.51 2.95
C -1.10 -0.76 -0.82
H -1.53 0.11 -1.25
H 0.24 -0.57 -2.69
H -0.67 -0.37 5.57
H 1.65 0.38 -1.85
H 1.74 -2.32 2.57
H 1.76 -1.30 -2.38
H -1.59 1.13 3.66
H 2.04 -1.50 0.49
H 1.77 3.75 -3.71
H 0.44 4.48 -3.77
H -1.46 -1.52 -1.52
H -1.73 -1.09 -0.04
H 1.20 -1.91 5.11
H 0.31 3.01 -4.24
*
```

total energy	-18549.2575	eV
HOMO (spin up / spin down)	-0.4557 / -0.4557	Eh
LUMO level (spin up / spin down)	-0.212 / -0.212	Eh
relative energy (zero: lowest compared OMol25 entry of this formula, charge and spin)	60.9	kcal per mole
Kohn-Sham gap (spin up / spin down)	6.626 / 6.626	eV



A molecular structure, C11H14FeNO4 at a distorted geometry, computed with the ωB97M-V functional and the def2-TZVPD basis.

The geometry in ORCA input format:
```
! wB97M-V def2-TZVPD RIJCOSX def2/J DEFGRID3
* xyz 1 5
Fe -0.38 -2.86 -0.98
O -3.23 -3.39 -0.56
O -1.22 -0.87 -2.90
O -1.18 4.31 -0.27
O -0.41 -4.71 -3.15
N 0.18 2.19 0.66
C 0.44 -2.82 1.01
C -2.08 -3.23 -0.53
C -0.22 -1.56 1.26
C 1.43 -2.87 0.00
C -0.20 3.28 1.58
C 0.34 -0.36 0.86
C -0.15 -4.10 -2.19
C -0.80 -1.65 -2.16
C -0.33 4.59 0.84
C 1.36 -1.77 -0.92
C 1.30 -0.39 -0.27
H 2.31 -0.15 0.12
H 1.15 2.28 0.40
H -0.41 2.25 -0.17
H -1.16 2.99 2.02
H -1.13 -1.60 1.87
H -0.78 5.33 1.51
H 2.09 -3.73 -0.16
H 0.25 -3.69 1.65
H 1.08 0.37 -1.05
H -1.40 5.13 -0.73
H 0.66 4.88 0.48
H 1.89 -1.80 -1.88
H 0.06 0.60 1.31
H 0.55 3.34 2.37
*
```

total energy	-55688.5785	eV
HOMO (spin up / spin down)	-0.3723 / -0.4438	Eh
LUMO level (spin up / spin down)	-0.144 / -0.234	Eh
relative energy (zero: lowest compared OMol25 entry of this formula, charge and spin)	0.0	kcal per mole
<S²>	6.094
Kohn-Sham gap (spin up / spin down)	6.225 / 5.699	eV



2 unconnected molecules or ions with the total composition C11H14N2 at a distorted geometry, computed with the ωB97M-V functional and the def2-TZVPD basis.

The geometry in ORCA input format:
```
! wB97M-V def2-TZVPD RIJCOSX def2/J DEFGRID3
* xyz 0 1
N 1.21 -1.71 0.05
N 2.17 -1.86 -1.92
C -1.47 1.51 0.64
C -2.44 2.06 -1.51
C -1.40 2.13 -0.59
C 1.01 -1.90 -1.22
C -0.42 1.51 1.70
C 2.57 -1.59 0.21
C -2.62 0.72 0.88
C -3.57 1.29 -1.27
C -3.67 0.68 -0.01
C 3.18 -1.73 -1.00
C 3.21 -1.45 1.54
H 0.25 0.66 1.67
H 4.22 -1.81 -1.25
H -0.54 2.68 -0.95
H 0.25 2.36 1.74
H -2.32 2.51 -2.48
H 4.28 -1.24 1.47
H -4.27 1.04 -2.05
H 0.10 -2.17 -1.72
H -0.86 1.43 2.68
H 2.32 -2.31 -2.81
H -2.71 0.11 1.77
H 2.87 -0.64 2.17
H -4.58 0.14 0.21
H 3.23 -2.41 2.04
*
```

total energy	-14614.0121	eV
HOMO	-0.3186	Eh
LUMO level	0.032	Eh
SMILES string	Cc1c[nH]cn1.Cc1ccccc1
relative energy (zero: lowest compared OMol25 entry of this formula, charge and spin)	9.4	kcal per mole
Kohn-Sham gap	9.552	eV



2 unconnected molecules or ions with the total composition C11H14N2O at a distorted geometry, computed with the ωB97M-V functional and the def2-TZVPD basis.

The geometry in ORCA input format:
```
! wB97M-V def2-TZVPD RIJCOSX def2/J DEFGRID3
* xyz 0 1
O -1.94 -0.79 -1.05
N 0.46 -1.76 1.02
N 1.60 -1.25 -0.83
C -2.13 1.09 0.35
C 1.03 -0.82 0.33
C -0.49 1.13 -1.48
C -0.37 2.76 0.35
C 1.43 -2.63 -0.82
C -1.53 0.48 -0.74
C 0.39 -4.28 0.80
C -1.46 2.19 0.94
C 0.35 4.02 0.84
C 0.09 2.20 -0.86
C 0.67 -2.93 0.26
H 1.17 -4.62 1.47
H 0.85 0.24 0.48
H 1.75 -3.36 -1.57
H 0.11 -4.97 0.00
H -0.64 -4.30 1.24
H 0.93 2.76 -1.30
H -0.15 0.58 -2.35
H 1.41 3.85 0.68
H 0.23 4.23 1.89
H -0.10 4.89 0.36
H -1.14 -1.27 -1.30
H -3.04 0.75 0.81
H 2.31 -0.80 -1.40
H -1.80 2.62 1.88
*
```

total energy	-16660.9801	eV
HOMO	-0.3048	Eh
LUMO level	0.025	Eh
SMILES string	Cc1ccc(O)cc1.Cc1c[nH]cn1
relative energy (zero: lowest compared OMol25 entry of this formula, charge and spin)	44.6	kcal per mole
Kohn-Sham gap	8.987	eV



2 unconnected molecules or ions with the total composition C11H14N2O at a distorted geometry, computed with the ωB97M-V functional and the def2-TZVPD basis.

The geometry in ORCA input format:
```
! wB97M-V def2-TZVPD RIJCOSX def2/J DEFGRID3
* xyz 0 1
O -0.08 -2.38 -0.30
N 1.83 0.12 0.71
N 2.80 1.41 -0.79
C -2.90 -0.74 1.37
C -3.96 1.44 1.26
C 4.24 -0.15 -2.09
C -2.88 0.47 0.74
C -2.05 0.82 -0.34
C 2.00 1.39 0.21
C 2.78 -0.65 0.07
C -1.83 -1.60 1.09
C -0.98 -1.40 0.01
C 3.37 0.15 -0.89
C -1.15 -0.15 -0.66
H 5.24 0.26 -2.17
H -1.97 1.87 -0.61
H 1.38 2.24 0.48
H -4.49 1.13 2.16
H 2.83 -1.75 0.17
H 3.73 0.33 -2.96
H -3.67 -0.93 2.11
H 1.56 -0.07 1.66
H -3.47 2.39 1.46
H -4.72 1.73 0.51
H -0.32 -0.01 -1.38
H 0.23 -2.12 -1.17
H -1.93 -2.59 1.58
H 4.40 -1.21 -2.24
*
```

total energy	-16660.8362	eV
HOMO	-0.3072	Eh
LUMO level	0.027	Eh
SMILES string	Cc1ccc(O)cc1.Cc1c[nH]cn1
relative energy (zero: lowest compared OMol25 entry of this formula, charge and spin)	47.9	kcal per mole
Kohn-Sham gap	9.108	eV



A single C11H14N2O2 molecule at a distorted geometry, computed with the ωB97M-V functional and the def2-TZVPD basis.

The geometry in ORCA input format:
```
! wB97M-V def2-TZVPD RIJCOSX def2/J DEFGRID3
* xyz 0 1
O -0.08 2.66 0.06
O -1.45 2.72 -1.73
N 0.82 -1.12 0.69
N 1.09 -1.44 -0.57
C 0.64 -2.78 -0.66
C 0.27 -2.15 1.44
C 0.93 0.09 1.18
C -1.21 3.18 -0.66
C 0.17 -3.22 0.60
C -2.01 4.24 -0.02
C 0.87 1.87 -0.62
C 1.65 1.14 0.41
C 0.85 -3.54 -1.78
C -0.16 -4.68 0.87
C -2.63 5.29 -0.56
H 2.10 1.92 1.24
H 0.22 -4.45 -1.97
H -1.18 -4.79 0.94
H 1.62 2.45 -1.33
H 0.32 -4.84 1.90
H 0.44 -5.26 0.26
H 0.59 0.26 2.20
H -3.23 5.88 0.10
H 2.52 0.60 0.02
H -2.16 4.11 1.02
H -2.62 5.52 -1.68
H 0.99 -2.90 -2.66
H 0.50 1.17 -1.32
H 0.13 -1.96 2.60
*
```

total energy	-18704.2748	eV
HOMO (spin up / spin down)	-0.2690 / -0.2606	Eh
LUMO level (spin up / spin down)	0.000 / -0.005	Eh
relative energy (zero: lowest compared OMol25 entry of this formula, charge and spin)	97.2	kcal per mole
Kohn-Sham gap (spin up / spin down)	7.307 / 6.942	eV



A molecular structure, C11H14N2O6V at a distorted geometry, computed with the ωB97M-V functional and the def2-TZVPD basis.

The geometry in ORCA input format:
```
! wB97M-V def2-TZVPD RIJCOSX def2/J DEFGRID3
* xyz 1 3
V -0.29 0.16 0.21
O 5.12 1.68 1.59
O 1.24 -0.74 0.71
O -1.41 1.40 1.47
O 3.32 -0.47 1.53
O 5.00 3.77 0.85
O -1.98 -0.70 -0.29
N 1.18 1.60 -0.31
N 1.33 2.85 -0.76
C 3.17 2.42 0.36
C 2.29 1.34 0.38
C 4.50 2.69 0.98
C -1.41 3.78 1.56
C 2.50 3.37 -0.39
C -2.65 3.26 0.79
C -1.26 -0.55 -1.31
C -1.64 -1.00 -2.66
C 2.37 -0.05 0.94
C -0.81 2.53 2.19
C -2.80 1.83 1.25
H 4.62 0.85 1.52
H -2.12 -0.15 -3.15
H -1.09 2.41 3.23
H -0.71 4.28 0.89
H -3.29 1.76 2.22
H -0.74 -1.25 -3.23
H -3.55 3.84 0.99
H -2.47 3.29 -0.29
H 0.27 2.44 2.10
H 0.63 3.26 -1.37
H -2.34 -1.83 -2.64
H -3.26 1.14 0.56
H -1.69 4.49 2.34
H 2.81 4.37 -0.67
*
```

total energy	-52581.3925	eV
HOMO (spin up / spin down)	-0.4860 / -0.4958	Eh
LUMO level (spin up / spin down)	-0.153 / -0.152	Eh
relative energy (zero: lowest compared OMol25 entry of this formula, charge and spin)	3.3	kcal per mole
<S²>	2.023
Kohn-Sham gap (spin up / spin down)	9.054 / 9.357	eV



A single C11H14N4 molecule at a distorted geometry, computed with the ωB97M-V functional and the def2-TZVPD basis.

The geometry in ORCA input format:
```
! wB97M-V def2-TZVPD RIJCOSX def2/J DEFGRID3
* xyz 0 1
N -1.20 1.19 -1.39
N 0.91 -2.76 -0.82
N -1.31 2.58 -1.24
N -0.11 3.18 -1.03
C -2.90 3.11 0.24
C 0.04 0.92 -1.19
C 1.65 -1.66 1.21
C -3.01 3.27 1.50
C 0.39 -1.58 -1.53
C 0.62 -2.30 2.13
C 0.54 -0.40 -0.60
C -2.63 3.27 -1.18
C 0.71 2.13 -0.96
C 1.96 -2.60 0.14
C 1.12 -0.46 0.60
H 2.83 -2.29 -0.43
H 0.51 -1.70 2.99
H -0.32 -2.07 1.58
H 0.80 -3.38 2.39
H -3.34 2.74 -1.88
H 0.11 -3.28 -0.38
H 1.76 2.17 -0.60
H 0.96 -1.54 -2.50
H -2.96 3.32 2.60
H -2.58 4.37 -1.32
H 1.35 0.50 1.07
H -0.66 -1.78 -1.72
H 2.59 -1.40 1.72
H 2.15 -3.57 0.60
*
```

total energy	-17589.2345	eV
HOMO	-0.3121	Eh
LUMO level	0.031	Eh
SMILES string	C#CCn1ncc(C2=C[C@@H](C)CNC2)n1
relative energy (zero: lowest compared OMol25 entry of this formula, charge and spin)	77.2	kcal per mole
Kohn-Sham gap	9.348	eV